No. 1
# C32H38BaN6O2S2

A structure of composition C32H38BaN6O2S2 in a non-equilibrium geometry (wB97M-V/def2-TZVPD, the Open Molecules 2025 dataset).

Output
E_HOMO ... -6.20 eV
Kohn-Sham gap ... 6.32 eV
LUMO level ... 0.122 eV
Energy above the lowest of the compared OMol25 structures with the same formula, charge and spin ... 0.0 kcal/mol
DFT total energy ... -69204.7892 eV

Last column: Mulliken charge in e.
Geometry (Å):
Ba  0.64  0.00  0.64  0.325
C  -1.99  -3.02  0.86  -1.264
C  -1.20  -4.06  0.09  -1.276
C  -0.31  -3.62  -1.05  0.628
C  0.50  -4.58  -1.65  -0.924
C  1.35  -4.21  -2.67  -0.515
C  1.38  -2.88  -3.07  -1.075
C  0.51  -2.01  -2.44  0.328
N  -0.33  -2.35  -1.46  0.362
N  -1.27  -2.16  1.81  1.674
C  -0.41  -2.91  2.72  -1.370
C  0.99  -3.26  2.23  0.471
C  1.77  -4.11  3.00  -1.023
C  3.05  -4.40  2.57  -0.516
C  3.52  -3.84  1.39  -0.976
C  2.67  -3.02  0.68  -0.350
N  1.42  -2.76  1.09  0.815
C  -2.28  -1.42  2.55  -1.514
C  -1.82  -0.23  3.38  0.791
C  -2.76  0.45  4.15  -0.862
C  -2.36  1.56  4.87  -0.452
C  -1.03  1.95  4.80  -0.645
C  -0.16  1.21  4.02  -0.526
N  -0.55  0.14  3.33  0.259
H  -2.77  -3.58  1.41  0.495
H  -2.51  -2.37  0.16  0.270
H  -1.92  -4.78  -0.31  0.723
H  -0.58  -4.65  0.78  0.295
H  0.46  -5.61  -1.30  0.451
H  2.00  -4.94  -3.14  0.401
H  2.06  -2.51  -3.82  0.427
H  0.53  -0.96  -2.72  0.193
H  -0.89  -3.86  3.03  0.378
H  -0.29  -2.31  3.63  0.631
H  1.39  -4.53  3.93  0.521
H  3.69  -5.05  3.15  0.421
H  4.52  -4.03  1.03  0.480
H  2.97  -2.52  -0.24  0.362
H  -2.85  -2.08  3.23  0.333
H  -3.01  -1.05  1.83  0.462
H  -3.79  0.11  4.18  0.471
H  -3.06  2.11  5.47  0.412
H  -0.67  2.82  5.34  0.455
H  0.89  1.46  3.92  0.400
C  -1.74  0.82  -2.54  -0.667
C  -1.06  2.19  -2.42  -1.167
N  -0.05  2.22  -1.39  0.584
C  0.07  3.47  -0.68  -0.645
C  -1.15  3.81  0.19  -0.878
S  -1.97  2.44  1.05  0.266
C  -3.34  2.02  -0.07  -1.038
C  -3.32  0.60  -0.65  -0.777
N  -2.06  0.22  -1.25  0.747
H  -2.64  0.93  -3.17  0.308
H  -1.08  0.14  -3.07  0.156
H  -0.68  2.47  -3.41  0.413
H  -1.81  2.95  -2.18  0.411
H  0.86  1.89  -1.72  -0.044
H  0.95  3.41  -0.05  0.136
H  0.21  4.33  -1.36  0.319
H  -0.83  4.50  0.98  0.513
H  -1.93  4.33  -0.37  0.465
H  -4.28  2.15  0.47  0.617
H  -3.36  2.76  -0.87  0.379
H  -3.54  -0.10  0.15  0.190
H  -4.16  0.54  -1.36  0.349
H  -1.94  -0.79  -1.30  -0.044
O  2.99  0.14  1.62  -0.778
C  3.00  1.32  1.21  0.295
O  2.00  2.07  1.40  -0.481
C  4.09  1.77  0.27  -0.161
C  5.11  2.58  0.75  -0.349
C  6.12  3.02  -0.09  -0.664
C  6.10  2.65  -1.43  -0.512
C  5.07  1.85  -1.91  -0.790
C  4.04  1.39  -1.09  0.834
S  2.77  0.38  -1.80  -0.510
H  5.10  2.86  1.79  0.442
H  6.92  3.64  0.29  0.377
H  6.88  2.98  -2.10  0.355
H  5.06  1.57  -2.96  0.405


No. 2
# C32H38Cl4N2OPPdSSi

A structure of composition C32H38Cl4N2OPPdSSi in a non-equilibrium geometry (wB97M-V/def2-TZVPD, the Open Molecules 2025 dataset).

Output
E_HOMO ... -15.52 eV
Kohn-Sham gap ... 4.09 eV
Charge ... +3
LUMO level ... -11.431 eV
Energy above the lowest of the compared OMol25 structures with the same formula, charge and spin ... 87.3 kcal/mol
DFT total energy ... -120377.5358 eV

Last column: Mulliken charge in e.
Geometry (Å):
Pd  0.30  -0.20  -0.79  1.218
Cl  0.15  0.00  1.75  0.047
C  1.70  0.40  2.41  0.741
C  1.82  0.84  3.70  -0.656
C  3.09  1.16  4.17  -0.518
C  4.21  1.05  3.36  -0.856
C  4.08  0.61  2.05  -0.485
C  2.81  0.25  1.57  -0.578
P  2.62  -0.43  -0.06  1.581
C  2.43  -2.19  0.07  0.765
C  2.12  -2.91  -1.09  -0.469
C  1.97  -4.29  -1.02  -0.791
C  2.13  -4.94  0.20  -0.693
C  2.44  -4.22  1.35  -0.844
C  2.58  -2.84  1.30  -0.703
C  4.01  -0.02  -1.03  0.175
C  4.30  1.34  -1.23  -0.257
C  5.43  1.70  -1.94  -0.800
C  6.26  0.70  -2.46  -0.525
C  5.96  -0.65  -2.27  -0.821
C  4.83  -1.02  -1.58  -0.351
H  0.95  0.94  4.33  0.555
H  3.20  1.51  5.19  0.454
H  5.19  1.31  3.73  0.485
H  4.95  0.52  1.41  0.529
H  2.05  -2.41  -2.04  0.591
H  1.75  -4.85  -1.92  0.521
H  2.01  -6.01  0.25  0.516
H  2.59  -4.74  2.29  0.489
H  2.83  -2.29  2.19  0.524
H  3.65  2.11  -0.83  0.577
H  5.67  2.74  -2.09  0.484
H  7.14  0.98  -3.02  0.456
H  6.63  -1.41  -2.67  0.480
H  4.61  -2.07  -1.42  0.453
C  -1.64  -4.50  1.24  -0.673
C  -2.24  -4.31  -0.15  -1.025
N  -2.92  -3.01  -0.31  0.198
C  -4.40  -3.05  -0.37  -0.770
C  -5.04  -3.24  0.99  -1.025
C  -2.22  -1.89  -0.38  1.247
C  -2.95  -0.58  -0.41  -1.717
N  -0.89  -1.89  -0.41  0.604
H  -1.09  -5.45  1.27  0.369
H  -2.42  -4.55  2.00  0.337
H  -0.95  -3.70  1.51  0.103
H  -2.98  -5.08  -0.34  0.446
H  -1.47  -4.41  -0.92  0.435
H  -4.66  -3.87  -1.03  0.428
H  -4.76  -2.14  -0.83  0.401
H  -4.73  -4.19  1.45  0.304
H  -6.12  -3.28  0.88  0.422
H  -4.79  -2.43  1.68  0.268
H  -3.50  -0.45  -1.34  0.495
H  -2.23  0.24  -0.32  -0.005
H  -3.65  -0.50  0.42  0.388
H  -0.44  -2.79  -0.42  -0.674
C  -5.10  6.39  1.29  -1.495
C  -4.09  5.50  0.62  0.796
C  -4.38  4.89  -0.60  -0.710
C  -3.44  4.09  -1.23  -0.535
C  -2.20  3.90  -0.64  0.447
C  -1.90  4.47  0.59  -0.460
C  -2.84  5.28  1.20  -0.807
S  -1.01  2.98  -1.54  0.356
C  0.19  4.26  -1.84  -1.058
O  -0.32  2.04  -0.52  -0.315
H  -6.11  6.19  0.96  0.392
H  -4.87  7.43  1.06  0.318
H  -5.04  6.30  2.38  0.383
H  -5.35  5.05  -1.06  0.403
H  -3.66  3.64  -2.19  0.431
H  -0.93  4.30  1.06  0.360
H  -2.60  5.76  2.14  0.404
H  0.56  4.65  -0.89  0.360
H  -0.31  5.05  -2.41  0.441
H  1.01  3.85  -2.43  0.354
Cl  0.41  -2.18  -4.05  -0.154
Si  -0.27  -0.60  -3.05  0.576
Cl  1.45  0.69  -2.88  -0.204
Cl  -1.57  0.45  -4.09  -0.133


No. 3
# C32H38IrN8O3P2Se2

A structure of composition C32H38IrN8O3P2Se2 in a non-equilibrium geometry (wB97M-V/def2-TZVPD, the Open Molecules 2025 dataset).

Output
E_HOMO (alpha / beta) ... -11.25 / -11.87 eV
Kohn-Sham gap (alpha / beta) ... 5.82 / 3.49 eV
Spin multiplicity ... 6
Charge ... +2
LUMO level (alpha / beta) ... -5.425 / -8.378 eV
DFT total energy ... -203947.9800 eV

Last column: Mulliken spin population.
Geometry (Å):
Ir  2.42  0.30  3.19  2.247
N  1.10  0.68  1.53  0.060
C  -0.72  1.39  3.10  0.064
C  -0.24  1.15  4.55  -0.055
N  1.28  1.26  4.78  0.171
C  1.79  2.61  4.99  0.007
C  2.41  3.33  3.79  -0.020
N  3.18  2.36  2.93  0.177
C  1.63  0.58  6.09  0.029
C  3.15  0.25  6.22  -0.003
N  3.77  0.08  4.85  0.138
H  1.25  1.69  1.41  -0.006
H  2.27  -0.25  0.12  -0.011
H  -1.83  1.43  3.00  -0.001
H  -0.37  2.40  2.83  -0.014
H  -0.49  0.12  4.83  -0.002
H  -0.77  1.85  5.19  0.000
H  2.59  2.50  5.68  -0.001
H  1.09  3.26  5.53  -0.002
H  3.08  4.11  4.15  0.003
H  1.66  3.85  3.18  0.003
H  4.19  2.34  3.16  -0.008
H  3.13  2.58  1.94  -0.002
H  1.09  -0.37  6.15  -0.003
H  1.36  1.24  6.90  -0.001
H  3.23  -0.75  6.70  0.004
H  3.75  0.95  6.79  0.003
H  4.15  -0.88  4.66  0.000
H  4.58  0.71  4.71  -0.007
Se  -3.20  -2.30  0.23  0.012
P  -2.54  -0.58  -0.90  -0.003
C  -3.69  0.74  -0.65  -0.009
C  -4.05  1.57  -1.72  0.002
C  -5.07  2.49  -1.53  0.000
C  -5.66  2.61  -0.28  0.000
C  -5.22  1.85  0.83  0.001
C  -4.21  0.92  0.63  0.004
C  -2.65  -0.96  -2.68  0.002
C  -3.50  -2.01  -3.06  0.005
C  -3.68  -2.29  -4.42  0.000
C  -3.04  -1.52  -5.39  0.000
C  -2.29  -0.41  -4.99  -0.003
C  -2.10  -0.09  -3.64  -0.003
C  -0.93  -0.08  -0.23  -0.076
C  0.38  -0.40  -0.52  0.273
N  1.33  0.15  0.25  0.128
N  -0.33  0.45  1.94  0.027
N  -1.22  0.68  0.89  0.581
P  1.03  -1.29  -1.98  -0.007
Se  3.13  -1.73  -1.41  1.001
C  1.24  0.02  -3.24  0.025
C  1.94  -0.28  -4.44  0.027
C  2.39  0.75  -5.27  -0.005
C  2.19  2.07  -4.97  0.013
C  1.44  2.38  -3.83  -0.001
C  0.97  1.38  -2.97  0.008
C  0.34  -2.85  -2.58  -0.024
C  0.31  -3.87  -1.60  0.011
C  0.06  -5.16  -2.02  0.016
C  -0.22  -5.48  -3.36  0.000
C  -0.29  -4.44  -4.30  0.010
C  -0.04  -3.13  -3.90  -0.006
H  -3.59  1.42  -2.70  0.001
H  -5.36  3.11  -2.36  0.000
H  -6.48  3.29  -0.12  0.000
H  -5.65  1.93  1.82  0.000
H  -3.80  0.35  1.47  -0.004
H  -4.07  -2.56  -2.30  -0.002
H  -4.30  -3.14  -4.71  0.000
H  -3.20  -1.76  -6.43  0.000
H  -1.90  0.26  -5.75  0.000
H  -1.56  0.81  -3.38  0.001
H  2.28  -1.30  -4.64  -0.009
H  3.03  0.41  -6.09  0.000
H  2.61  2.85  -5.60  0.000
H  1.22  3.41  -3.60  0.001
H  0.38  1.68  -2.10  0.003
H  0.47  -3.66  -0.54  0.002
H  0.05  -5.98  -1.30  0.001
H  -0.45  -6.50  -3.66  0.000
H  -0.59  -4.58  -5.31  0.000
H  -0.23  -2.35  -4.65  0.000
O  4.14  -0.79  2.24  0.115
N  3.67  -1.95  2.51  0.000
O  4.28  -2.96  2.33  0.006
O  2.50  -1.91  3.00  0.102


- Number 3 is which compound?
  C32H38IrN8O3P2Se2


- Which of these has the lowest DFT total energy?
  C32H38IrN8O3P2Se2